213
Properties=species:S:1:pos:R:3:forces:R:3:mulliken_charge:R:1 method="wB97M-V/def2-TZVPD" lumo_energy_ev=0.517 total_charge=0 smiles=CC1(C)CCCC(C)(C)N1O.CC1(C)CCCC(C)(C)N1O.CC1(C)CCCC(C)(C)N1O.CC1(C)CCCC(C)(C)N1O.CC1(C)CCCC(C)(C)N1O.COC[C@H](C)N.COC[C@H](C)N.COC[C@H](C)N.CO.CO spin_multiplicity=1 e_above_lowest_ev=0.0000 fmax_ha_per_bohr=0.04546
H 1.92106 -2.59036 8.64964 0.18 0.02 -0.19 0.32
H -0.62937 -2.83336 2.45591 -0.72 -0.22 0.07 -0.10
H 0.72959 -4.32273 1.15461 0.23 0.06 -0.08 -0.01
C 2.53569 -4.24386 7.32545 0.35 1.00 1.32 -1.20
H 7.49919 -3.61241 2.53651 0.21 0.10 0.05 0.36
C -4.47433 4.88301 -4.96956 -1.45 -0.06 -0.08 2.15
C -1.65798 -4.40708 6.84281 0.22 -0.35 -0.01 -2.17
H 0.92635 3.46720 -2.89435 0.04 -0.05 0.36 -0.28
H 0.19966 3.42319 -6.77966 -0.16 -0.20 -0.40 0.50
H -5.39601 0.32906 -4.90348 0.03 -0.06 0.21 0.45
N -0.77974 1.58522 -1.07905 -0.76 0.75 0.30 -0.37
H -2.04087 -4.40796 5.82276 -0.06 0.23 0.03 0.32
O 6.08244 3.86571 -1.93279 0.27 -0.12 -0.44 -0.64
H 0.67929 -0.31010 -2.40645 -0.11 0.15 -0.01 0.18
C 2.71688 -4.67867 4.92299 -0.06 0.56 -0.71 -1.85
C 4.32213 2.53315 -2.90333 -1.16 -0.81 0.29 2.52
C -2.14274 -6.05977 2.77358 -0.17 0.44 -1.72 -0.98
N -5.73749 4.93594 -4.19673 0.07 -0.66 0.33 -0.71
H -4.47004 5.68687 -0.00540 -0.16 -0.09 0.49 0.38
H -6.28791 -0.08049 -0.06243 -0.08 -0.09 -0.13 0.43
C -2.22067 5.38826 -2.12946 0.39 0.31 1.27 -1.16
H 3.58778 -1.87343 3.34652 -0.01 -0.14 -0.13 -0.69
H 5.76840 3.18571 -4.37393 0.08 -0.18 0.17 0.40
H -1.62593 -8.48493 3.47049 -0.07 -0.11 -0.39 0.41
H 1.84111 -1.64062 6.50816 -0.05 -0.28 0.18 0.27
H 6.97378 -4.65293 0.35450 -0.01 0.01 -0.25 0.48
C 2.31871 -2.30265 5.78941 -0.16 0.22 -0.99 -0.92
C -5.48849 5.61374 -0.38331 0.22 -0.35 -2.14 -1.69
H -4.12046 3.42304 -2.00559 -0.18 0.03 -0.35 0.02
H 3.44892 -3.45755 -0.10421 0.30 -0.32 -0.05 0.48
H -0.26979 -3.33618 9.10438 -0.21 0.25 -0.31 0.37
H -1.29173 5.72840 -2.59979 -0.03 -0.42 -0.34 0.28
O -2.13332 2.34719 -4.03297 -0.18 -0.46 -0.28 3.51
H 3.68425 -3.79227 1.64693 -0.12 -0.25 -0.19 0.05
H 3.60598 -1.01213 0.42541 -0.52 -0.06 -0.24 -1.12
C 4.78747 2.70428 -4.33935 0.46 0.45 -0.90 -2.19
H 1.29360 -4.59005 -0.55436 0.22 0.28 0.32 0.30
C 3.98570 4.93368 -2.14836 0.20 0.98 0.30 1.71
H -1.54853 -5.45223 7.14378 0.22 -0.01 -0.05 0.36
C 5.51835 -1.38920 2.48453 -0.40 1.21 1.96 1.96
C -0.32473 -3.62723 6.95134 -0.63 0.20 0.01 1.64
C -1.07387 1.78275 -6.10425 -0.43 0.34 0.87 1.59
H -3.72664 0.81531 -1.17451 -0.12 0.43 -0.16 -0.04
C 4.82630 1.22216 -2.27920 0.92 0.21 0.19 -2.26
H 0.62533 -7.98244 6.38469 0.47 -0.25 -0.39 0.30
N 0.60132 -4.15783 5.96254 -0.02 -1.07 -0.03 0.40
H 5.64841 -5.16240 1.36778 -0.27 -0.20 -0.17 0.37
H 2.46376 1.96528 -1.85646 0.28 0.11 0.20 -1.24
C -5.30021 1.82351 0.04834 -0.27 -0.17 0.49 1.75
C -0.73815 -7.88251 3.24828 -0.01 0.51 1.63 -0.94
O 0.05109 -4.20598 4.65186 -0.02 0.51 0.33 1.04
H -2.41181 -3.98251 7.50533 0.05 0.13 -0.01 0.59
H -2.65291 3.15078 -4.16571 0.21 0.01 0.63 -1.12
H 2.37905 -5.71386 4.95964 -0.19 0.03 0.27 0.19
H 7.01794 -1.23120 4.15435 0.04 0.44 -0.48 0.39
H -0.41775 -7.94911 2.20622 0.13 -0.41 0.06 0.37
H -1.64177 -0.36606 -1.21637 0.17 -0.01 -0.35 -0.22
H 5.45103 -0.44542 4.47686 0.12 0.24 -0.27 0.42
H -0.43121 0.95890 -7.99435 0.18 0.39 0.14 0.38
C 2.77149 2.37654 -2.82109 0.04 0.54 -0.22 -0.01
H 4.52720 1.13549 -1.23244 0.01 0.25 0.03 0.21
H -2.31770 -0.58194 -8.39880 0.21 0.15 -0.11 0.45
H -0.17014 -1.43038 7.40745 0.22 -0.23 0.06 0.33
H -0.67892 -3.31749 -0.11185 -0.41 0.18 -0.12 0.28
C 1.75997 -3.66545 8.53792 -0.45 -0.04 -1.28 -0.72
H 2.48754 -4.30923 3.92071 0.12 -0.07 -0.06 0.03
H -1.83384 -6.06811 1.71487 -0.22 0.14 0.03 0.32
H -1.74239 -1.99389 6.96278 -0.06 0.18 -0.35 0.50
H -4.26196 3.85118 -5.27056 0.44 -0.06 0.16 -0.96
O 4.07723 2.66623 0.79915 0.09 -0.64 0.17 -0.66
N -5.26041 3.16682 -0.53040 1.10 -0.03 0.70 0.26
H 0.04293 0.02784 -5.44063 -0.16 0.02 -0.30 0.39
H -4.04562 0.71505 -7.35409 0.00 0.34 0.31 0.41
H 5.67518 -2.15189 4.58244 -0.41 -0.20 -0.48 0.32
C -0.68494 -2.12668 6.74002 0.30 0.00 0.38 -1.44
H 1.95844 -1.99917 4.80033 0.06 0.14 0.04 -0.12
C 5.94182 -1.27947 3.97250 0.21 -0.52 0.69 -1.99
H 4.15520 3.35181 -4.95406 -0.25 0.06 0.35 0.31
H -2.64565 6.28888 -1.66434 -0.38 -0.05 -0.33 0.32
H -4.59878 2.53937 1.89112 0.09 -0.27 0.33 0.41
H -8.12822 5.05614 -0.56967 0.22 0.18 -0.09 0.49
H -2.93032 -1.50803 -4.72007 0.46 0.12 -0.35 0.33
H -0.42928 -6.95637 5.68158 0.04 0.02 0.03 -0.02
H -7.39672 1.28954 -0.21860 -0.07 -0.06 -0.11 0.41
H 2.22115 3.25554 1.43738 -0.04 -0.02 -0.05 0.33
H 5.48295 0.15491 0.90032 -0.08 -0.08 0.05 0.15
H -2.41139 -5.02779 3.00220 0.41 -0.03 0.38 0.22
H -3.10619 1.80861 0.17956 -0.45 0.19 0.00 0.41
H 7.09454 -0.21131 1.48080 -0.04 -0.37 -0.01 0.36
H 3.80204 -4.68826 5.03770 -0.01 0.24 0.16 0.57
H 1.10901 -10.03222 3.34070 -0.11 -0.31 0.03 0.36
H 2.27998 -2.01723 1.20002 -0.26 1.05 0.22 -0.15
H 1.34633 0.09453 -0.79390 0.13 0.07 -0.22 -0.53
H -0.42426 -1.82604 5.72637 -0.40 -0.01 -0.10 -0.03
H 4.04565 2.90743 -0.14171 0.23 0.15 -0.10 0.07
C 0.61931 -9.77644 4.28196 -0.40 0.06 -0.35 -1.51
H -4.99453 6.70634 -5.96656 0.22 0.02 0.13 0.40
H 6.98109 -2.01728 -0.35515 -0.01 0.14 -0.22 0.35
H -1.01389 1.75933 -2.05351 0.26 -0.18 -0.22 -0.34
H -7.59016 2.47787 1.47298 -0.07 -0.09 0.24 0.31
H 2.20363 4.53560 -1.02957 -0.30 -0.09 -0.06 0.34
H 1.98737 3.98486 -4.08120 0.60 0.25 0.03 0.34
C -2.12308 -0.17161 -7.40760 -0.12 0.28 0.77 -0.61
N -0.04710 -7.89041 5.64188 -1.66 0.30 -0.14 -0.67
H -6.32602 0.86305 -1.58185 -0.17 -0.13 -0.01 0.23
C 5.94573 -2.31147 -0.52496 -0.09 -0.05 0.48 -1.62
C 1.99479 3.67574 -3.03103 -0.85 -0.83 -0.24 -0.02
O -5.02636 3.09014 -1.92668 -0.36 0.02 0.41 0.41
H -0.25366 -1.23256 2.95305 -0.19 0.08 0.21 0.41
H 2.14731 -4.12276 9.44749 -0.24 -0.08 0.09 0.47
N 5.94622 -2.71068 2.03122 -0.50 0.16 -0.69 0.38
H -5.46190 0.98971 2.02797 -0.19 0.02 0.08 0.50
C 2.01126 -3.79046 5.95527 0.29 -0.89 1.26 1.47
C -3.36834 5.47863 -4.14926 0.35 0.01 -0.24 -1.66
C 3.96459 -1.28577 2.50686 -0.69 -0.87 -0.81 -0.18
C 0.49863 -4.76407 0.18097 0.60 -0.14 -0.33 -0.38
H -0.30628 -10.33973 4.42348 -0.08 0.02 -0.34 0.36
C -0.77300 3.27681 -6.29966 0.80 0.24 0.29 -1.84
H -3.98038 -0.88207 -6.68070 -0.16 0.12 0.39 0.42
H -3.07927 -6.63096 2.80442 0.31 -0.41 0.57 0.35
H -3.52420 -0.57610 -3.44246 0.03 0.35 0.06 0.29
C -6.41633 0.91165 -0.49610 0.58 0.30 -0.14 -1.77
C 4.32536 5.78745 -0.90303 0.43 -0.22 0.04 -1.98
H 1.24253 -10.11944 5.10807 0.28 0.46 -0.02 0.40
C -6.66991 2.85205 1.92681 -0.04 0.32 -0.05 -0.78
H 5.89373 -2.96137 -1.39840 0.10 0.00 -0.03 0.49
H 4.87225 1.78887 -4.92877 -0.06 -0.26 0.41 0.44
H 2.08040 5.70625 -2.40740 -0.34 0.05 0.49 0.49
H -3.91691 5.72029 -6.94100 -0.11 -0.31 -0.14 0.34
H 1.02672 1.34447 -6.02414 0.14 0.16 0.27 0.62
H -5.68772 5.35130 -6.70019 0.27 -0.46 -0.25 0.38
O -1.05491 -6.52003 3.52497 -0.40 -0.05 0.49 -0.31
H 0.52490 -5.84854 0.31700 -0.72 0.00 -0.03 0.39
H 2.57680 -5.32790 7.43787 -0.12 -0.06 -0.33 0.36
C 5.89112 -4.58751 0.47165 0.35 0.80 0.66 -2.14
O 7.37277 -2.79106 2.05024 -0.13 0.17 0.05 -0.54
C 3.93446 -3.12610 0.81592 0.21 0.80 0.16 -1.78
H 6.30115 3.60088 -1.03083 -0.03 0.00 -0.05 0.30
C -1.35966 1.15507 -7.45032 0.00 -0.76 -1.02 -1.40
C 6.04622 -0.13707 1.78771 0.95 0.28 -0.76 -1.77
H -6.81692 2.95778 3.00381 -0.05 -0.37 0.01 0.43
C -4.68852 1.15772 -4.92023 0.51 0.43 0.14 -2.26
H 3.58107 -0.27235 2.63060 0.67 0.23 0.43 0.27
C 3.34100 -1.75939 1.17586 0.96 -1.06 0.45 1.88
C 4.34241 5.76829 -3.40787 0.08 -0.41 0.27 -1.91
C -2.85409 -0.50132 -4.30623 -0.47 0.01 0.76 -1.29
H 5.36487 5.55492 -3.71866 0.07 0.24 0.09 0.36
H -1.58141 -0.93797 -6.84352 0.23 0.07 -0.10 0.31
H 4.44090 0.31783 -2.75141 0.01 0.21 -0.43 0.46
H -8.13119 3.34331 -0.58469 0.36 -0.19 0.21 0.34
C -3.27568 0.63238 -5.26076 -0.64 -0.71 -0.86 1.76
C -5.48798 1.98054 1.57485 0.68 0.46 -0.46 -1.35
O -0.71875 -4.25638 -0.33413 0.04 -0.23 0.38 -0.66
H 2.15958 1.87755 0.38407 0.28 -0.16 -0.12 -0.15
H 5.33860 6.18862 -0.95040 -0.03 0.04 -0.04 0.42
H -5.54607 4.67516 1.93921 0.35 -0.22 -0.31 0.39
C -3.44485 0.07164 -6.70519 0.35 -0.38 -0.21 -1.44
H 2.48143 1.60094 -3.53358 0.04 0.13 -0.20 0.62
C 0.54186 -0.41267 -1.33040 -0.08 -0.47 0.59 -0.18
C -0.88987 -0.07633 0.69854 0.54 0.80 0.62 -1.24
H -1.93552 1.86528 -8.05005 -0.06 -0.03 -0.02 0.40
H -0.22403 -5.13288 4.58627 0.03 0.11 -0.50 -0.06
H -5.58574 4.55089 -3.26340 0.23 0.21 -0.07 0.01
H -1.82137 0.35918 1.08496 -0.11 -0.39 -0.11 0.44
H 3.62349 6.61525 -0.79639 0.02 0.07 -0.24 0.46
H -3.85565 0.25278 0.43857 -0.19 0.09 0.12 0.95
H -7.20879 4.89447 1.70897 -0.18 0.14 -0.73 0.43
C 0.25418 -3.92001 8.33767 0.32 0.08 1.57 -1.32
H 6.05783 0.72585 2.45446 -0.42 -0.11 0.15 0.47
H -1.98915 4.73357 -1.28686 0.19 -0.14 -0.19 0.26
C 0.12984 1.12137 -5.44450 0.13 -1.09 0.18 -1.37
H -1.60147 1.97330 -0.61047 0.52 0.08 -0.07 0.19
H -1.54042 3.81031 -6.86044 -0.10 -0.16 -0.03 0.32
H 1.27002 -7.76400 4.05721 -0.01 0.09 -0.57 -0.01
C 2.76343 2.33218 1.17690 -1.40 1.03 0.04 -0.41
C 2.46642 4.74265 -2.06761 0.61 -0.11 -1.03 -1.57
C -4.75347 5.67401 -6.24287 0.10 0.95 0.34 -1.79
H -1.97800 -1.53545 2.66709 -0.12 -0.54 0.13 0.44
H 2.62920 1.71491 2.06681 0.89 -0.23 -0.05 0.39
H -2.45432 5.49543 -4.75673 0.09 0.09 0.07 0.26
C -6.38797 4.24897 1.38454 -0.12 -0.74 0.44 -1.31
H 0.62173 -1.46972 -1.06483 -0.02 -0.01 -0.19 0.34
H 4.24504 5.20285 0.01653 0.00 -0.15 -0.09 0.30
H 4.23757 6.81683 -3.13082 0.12 0.08 -0.25 0.52
C -0.76787 0.16201 -0.80382 0.06 -0.79 -0.02 1.46
C -0.97062 -1.80764 2.34738 1.19 1.12 -0.13 -0.88
O -3.11404 4.70619 -2.96686 0.04 0.68 -0.66 0.40
C 0.32440 -8.27256 4.28383 1.52 -0.43 0.76 0.95
H -0.61243 3.78555 -5.34528 -0.33 -0.16 0.14 0.03
H 3.38958 -2.09457 5.82545 0.04 -0.18 -0.05 0.26
H 5.31864 -1.44771 -0.74563 0.20 0.14 0.13 -0.07
H -1.86738 -0.27095 -3.90670 0.12 -0.41 -0.06 -0.04
N -2.30434 1.71324 -5.28629 -0.45 0.75 -1.11 -0.38
H -6.36109 4.22013 -4.56972 -0.09 0.32 -0.29 0.37
O -0.76366 -1.44102 0.99524 -0.30 -0.69 -0.69 0.12
H 3.54926 -3.84638 7.44479 0.18 -0.33 -0.27 0.42
C -6.14383 4.25575 -0.14918 -1.03 0.49 1.18 1.37
H 3.69669 5.56666 -4.26307 -0.08 -0.08 0.07 0.27
C 5.46319 -3.10992 0.70591 -0.41 -1.29 -0.84 2.33
H 5.91924 1.20806 -2.30773 -0.01 -0.24 -0.02 0.55
H -5.02261 1.84449 -5.70056 0.05 0.01 -0.06 0.44
C -7.50874 4.20046 -0.85190 -0.68 0.08 -0.17 -1.50
H -6.12829 6.43551 -0.07237 0.06 -0.02 0.26 0.48
H -7.45649 4.17436 -1.94166 0.30 0.15 0.02 0.12
H -5.38245 5.69473 -1.47540 0.02 0.40 0.10 0.21
H 0.04098 -4.93528 8.68705 0.02 -0.24 -0.66 0.43
H 0.25556 1.33163 -4.38043 0.03 0.66 -0.15 -0.40
H -3.61115 6.50814 -3.86718 -0.14 -0.01 0.03 0.65
H -4.70485 1.70987 -3.97798 -0.10 -0.27 0.14 0.29
H -0.11053 0.48579 1.23564 0.28 -0.01 -0.13 0.23
C -3.92215 1.16828 -0.15923 -0.38 -0.61 0.04 -2.40
H 5.39741 -4.96084 -0.42188 -0.03 -0.21 0.09 0.46
N 4.69555 3.65301 -2.02860 -1.34 -0.32 1.02 1.36